DFT (ωB97M-V/def2-TZVPD) results for a molecular structure, C30H75N5O14SSn.

Computed properties:
HOMO-LUMO gap (spin up / spin down) = 5.22 / 3.94 eV
Charge = +1
Spin multiplicity = 2
F_max = 4.9 eV Å⁻¹

Structure (XYZ):
```
126
Properties=species:S:1:pos:R:3:mulliken_charge:R:1
Sn -1.0113 -0.8108 -2.7640 1.3269
S 0.5658 -0.4553 0.3354 0.6010
O -0.9619 4.5190 -1.5504 -0.2334
O 1.6732 0.0315 5.3315 -0.3870
O -3.6924 -0.4251 2.6281 -0.2427
O -3.1658 -2.8714 -2.4020 0.1813
O 3.8287 2.6830 -1.8410 -0.1733
O 6.3148 0.2408 0.4937 -0.3128
O -0.4911 0.4149 -0.1394 -0.6341
O -0.1046 -1.5425 0.9917 -0.8134
O -1.9780 -3.4082 3.3728 0.0958
O 0.6880 -3.0151 -3.3492 -0.2257
O -0.2286 3.1241 3.3181 -0.2456
O -2.0668 -0.4126 -5.7644 0.0619
O 1.3575 -0.9699 -0.7505 -0.7480
O 1.3798 0.2634 1.3285 -1.1075
N -1.6222 2.0045 -4.2935 0.0414
N 1.1285 -2.5282 3.8693 0.1332
N -2.1701 1.7109 1.4932 0.0737
N 3.6772 1.6539 0.9635 0.8472
N -0.9164 -3.3981 -0.7742 0.9216
C 0.4295 -3.8327 3.9888 -0.6520
C 2.1914 1.3637 5.2430 -0.2178
C -2.2729 -3.6791 -0.2080 0.0616
C -1.3305 3.3878 -2.3135 -0.6001
C -2.2864 0.7971 -6.3904 -0.8600
C -1.3134 5.8328 -2.0205 -0.9056
C 3.8631 3.5669 -0.6917 -1.1174
C 2.1261 -2.3444 4.9700 -1.1484
C -3.2989 -3.8068 -1.3762 -1.1791
C 1.0176 -3.8824 -2.2423 -0.7463
C 0.2671 4.3115 3.9851 -0.8253
C -4.5975 -1.2118 3.3386 -1.0358
C 2.6913 -0.9052 4.8307 -0.1524
C -2.7028 -1.4072 -6.5387 -0.9367
C -2.6506 -4.1922 4.3164 -0.8926
C 4.7893 1.7146 1.9369 -0.1671
C -1.3682 1.8606 -5.7420 -0.8199
C -4.1588 -2.9117 -3.3717 -0.7705
C 0.1933 -3.7536 -4.4307 -0.7048
C -0.7206 -3.9607 3.0285 -0.0225
C -3.5837 1.4706 1.0577 -0.5776
C 3.1036 2.9165 0.5192 -0.1092
C -0.5427 3.4003 1.9036 0.4123
C -0.1930 -4.4386 -1.4688 -0.7137
C -1.9036 3.1180 1.4272 -0.2872
C -0.9145 3.1876 -3.7367 -0.4596
C 6.1238 1.5554 1.0866 -0.5320
C 7.1871 -0.6437 1.1740 -0.7447
C 3.9875 3.3326 -3.0852 -0.8412
C -4.0677 0.0112 1.3112 0.4656
H 0.8863 -4.5887 -4.5325 0.3672
H 0.4181 5.2169 3.3972 0.3225
H -2.1682 -1.5067 -7.4833 0.3649
H 8.1633 -0.1601 1.2102 0.3520
H 4.8996 3.8262 -0.4760 0.5065
H -2.5705 -2.3098 -5.9420 0.1860
H -5.4813 -0.5951 3.5022 0.4549
H -1.2514 4.0013 -4.3789 0.3401
H -0.3237 1.6277 -5.9491 0.3328
H 1.0776 -4.6394 3.6464 0.2661
H 0.3821 -4.9806 -0.7180 0.3603
H -3.8432 -2.2124 -4.1460 -0.0371
H -4.1687 2.2044 1.6122 0.4403
H 3.2090 -0.7476 3.8845 0.0055
H 4.1465 2.5833 -3.8608 0.2317
H -0.7692 -5.1344 -2.0787 0.3966
H -3.1464 -4.7070 -1.9715 0.5172
H -3.7708 -1.2225 -6.6543 0.3944
H -2.9438 -5.1471 3.8802 0.3677
H -4.7849 -2.2811 3.2411 0.2981
H 2.8391 3.4422 1.4367 0.5839
H 1.5447 -2.4938 2.9497 -0.0886
H -4.9749 -2.3753 -2.8876 0.3419
H -0.2407 -3.5622 2.1346 -0.3877
H 6.8594 -0.8626 2.1903 0.2775
H 1.5345 2.0757 5.7425 0.2081
H 1.0597 4.0875 4.6990 0.1840
H -2.6120 -2.7448 0.2394 -0.4924
H -1.9794 3.2819 0.3522 0.1425
H 2.8631 1.1325 1.2556 0.2242
H -1.9825 5.8293 -2.8809 0.3488
H -3.3141 1.1018 -6.1928 0.4235
H -4.3204 -3.7910 -0.9963 0.5115
H -1.3112 2.4581 -1.7449 0.2501
H 3.1602 4.0255 -3.2386 0.2971
H 0.0598 -4.0716 4.9860 0.3628
H -0.3195 6.1558 -2.3304 0.3111
H 6.0825 2.1465 0.1718 0.1194
H -4.3368 -1.2362 4.3967 0.2850
H -2.6260 2.0040 -4.1820 0.1814
H -1.6471 2.8102 -6.1987 0.4313
H -0.8173 -4.9645 2.6147 0.4276
H -5.1217 -0.2108 1.1437 0.7032
H -4.3044 -3.9428 -3.6939 0.3652
H -0.8638 -3.9552 -4.2571 0.2505
H 3.4200 4.5607 -0.7558 0.4911
H 1.6543 -4.7147 -2.5423 0.5193
H 4.8283 4.0251 -3.0444 0.3513
H -2.4808 -4.5361 0.4327 0.3175
H -2.4536 3.8475 2.0217 0.3483
H 0.1382 2.7849 1.3156 -0.8517
H 2.0942 2.7127 0.1620 -0.2607
H 4.7210 0.9160 2.6757 0.1248
H -0.5690 4.6037 4.6203 0.3365
H 3.2009 1.4060 5.6521 0.3894
H 4.7963 2.6627 2.4746 0.4121
H 7.3128 -1.6272 0.7211 0.2576
H -0.3411 -2.7929 -0.2060 0.0000
H 6.9129 1.6964 1.8252 0.5109
H 1.6964 -2.4950 5.9603 0.4722
H 0.3693 -3.1701 -5.3344 0.1596
H 1.5481 -3.1369 -1.6500 0.1912
H 0.1436 2.9474 -3.8403 0.2950
H -3.6884 1.6862 -0.0057 0.1194
H -2.1913 0.8891 -7.4724 0.4176
H 2.9237 -3.0873 4.9662 0.4148
H -3.4623 -0.7437 0.8096 -0.8816
H -2.0110 -4.3377 5.1869 0.2631
H -2.4181 3.4240 -2.3767 0.5008
H -1.8102 6.4258 -1.2525 0.2403
H -3.5593 -3.7286 4.7004 0.2113
H -0.2987 4.4129 1.5826 0.5792
H 2.2789 1.6547 4.1962 -0.1587
H -1.7054 1.2420 0.7288 -0.1571
H 3.4900 -0.7604 5.5582 0.5764
```

=====

DFT (ωB97M-V/def2-TZVPD) results for a molecular structure, C3H6NO.

Computed properties:
HOMO-LUMO gap = 9.99 eV
Charge = +1
Energy relative to the best compared isomer or geometry (same formula, charge and spin) = 208.6 kJ/mol
F_max = 3.6 eV Å⁻¹

Structure (XYZ):
```
11
Properties=species:S:1:pos:R:3:mulliken_charge:R:1
O -1.2334 1.1080 0.0112 -0.3427
N 1.0975 0.4639 -0.2137 -0.3496
C -1.0300 -0.9461 0.1461 -0.5646
C -0.1321 0.2520 0.5612 -0.0031
C -1.9321 -0.0720 -0.2716 -0.0294
H 1.8045 1.2844 -0.0793 0.3820
H 1.6416 -0.3493 0.2680 0.4111
H -1.0652 -1.9713 0.1177 0.3776
H 0.1425 0.4809 1.6894 0.3930
H 0.7711 0.3528 -1.2084 0.3675
H -2.9558 -0.1100 -0.7329 0.3582
```

=====

DFT (ωB97M-V/def2-TZVPD) results for C6H9N in the gas phase.

Computed properties:
HOMO-LUMO gap = 9.73 eV
Energy relative to the best compared isomer or geometry (same formula, charge and spin) = 234.1 kJ/mol
Structure (SMILES) = C1=C[C@H]2CC[C@@H]1N2
F_max = 4.3 eV Å⁻¹

Structure (XYZ):
```
16
Properties=species:S:1:pos:R:3:mulliken_charge:R:1
N -0.1715 -0.3452 1.4536 -0.6713
C -1.3249 -0.5420 -0.5535 -0.5531
C -0.1530 0.9649 0.5826 -0.1689
C -0.1794 -1.2391 0.1938 -0.2529
C 1.0746 -0.7346 -0.4267 -0.6443
C 1.0947 0.7382 -0.2454 -0.6381
C -1.2595 0.8088 -0.3065 -0.4211
H -0.1637 1.8206 1.1771 0.4806
H 2.0466 1.1195 0.2903 0.2236
H 1.1823 1.4487 -1.1418 0.2872
H 1.8926 -1.0790 0.2887 0.3011
H -1.6395 1.6398 -0.8021 0.4654
H 1.1879 -1.0230 -1.3997 0.4520
H -1.1089 -0.3959 1.8334 0.3132
H -2.0450 -0.8951 -1.2757 0.3874
H -0.4332 -2.2865 0.3320 0.4393
```

=====

DFT (ωB97M-V/def2-TZVPD) results for C7H15N3 in the gas phase.

Computed properties:
HOMO-LUMO gap (spin up / spin down) = 6.68 / 8.02 eV
Spin multiplicity = 3
F_max = 4.2 eV Å⁻¹

Structure (XYZ):
```
25
Properties=species:S:1:pos:R:3:mulliken_charge:R:1
N 0.3381 0.3815 -0.4548 -0.4905
N 1.1613 -0.0113 2.8240 -1.1167
N 0.1583 -0.7083 2.4713 0.7591
C -1.1359 -1.5247 -1.0657 -1.4198
C 1.8328 1.7035 -1.6883 -1.4478
C -0.5888 -0.8723 1.3406 -0.2280
C -0.4080 -1.4159 3.6076 -0.8390
C -0.3976 -0.6342 -0.1292 0.9448
C -0.5898 1.7988 -2.2124 -1.2497
C 0.5105 0.8464 -1.7916 0.4268
H -1.6916 -0.9833 -1.7842 0.3042
H -0.0395 2.4374 -2.9493 0.4055
H -1.2519 -1.6787 1.6378 0.0802
H -1.9093 -2.2126 -0.6869 0.3864
H 2.4339 1.3090 -0.9005 0.4121
H 1.5117 0.5229 2.0994 0.2681
H 0.4018 -1.6960 4.2616 0.2996
H -0.8267 2.2988 -1.2849 0.3402
H -0.9618 -2.3858 3.2856 0.2935
H -0.5503 -2.2516 -1.5461 0.3419
H -1.5854 1.2129 -2.4658 0.2250
H -1.1057 -0.6636 4.1731 0.2759
H 2.2581 1.6842 -2.6454 0.4306
H 1.6621 2.8079 -1.5267 0.2742
H 0.7738 0.0352 -2.5692 0.3235
```

=====

DFT (ωB97M-V/def2-TZVPD) results for a molecular structure, C16H48CuO8S8.

Computed properties:
HOMO-LUMO gap (spin up / spin down) = 9.61 / 7.09 eV
Charge = +2
Energy relative to the best compared isomer or geometry (same formula, charge and spin) = 246.1 kJ/mol
Spin multiplicity = 2
F_max = 1.9 eV Å⁻¹

Structure (XYZ):
```
81
Properties=species:S:1:pos:R:3:mulliken_charge:R:1
Cu 13.6491 -5.5665 -15.9799 1.4635
S 11.2671 -3.6272 -14.4705 0.3809
S 10.5896 -7.9373 -15.5732 0.2817
S 13.5876 -6.6200 -19.4989 0.3801
S 14.4718 -2.3458 -17.4004 0.3125
S 17.3124 -5.7132 -16.2654 0.3178
S 15.3724 -8.7140 -15.7009 0.7264
S 10.7188 -4.4294 -18.4799 0.4231
S 14.7606 -5.3888 -12.6437 0.4143
O 15.8158 -5.8426 -16.3986 0.3649
O 11.8104 -7.0331 -15.5559 -0.3073
O 11.9499 -4.4231 -17.6167 -0.3689
O 14.0622 -8.0625 -16.0363 -0.2174
O 14.5069 -3.7652 -16.8871 -0.9627
O 13.7481 -6.4216 -18.0156 -0.2902
O 12.5536 -4.3457 -14.7633 -0.3755
O 14.3567 -6.0059 -13.9540 -0.5003
C 9.8942 -6.0848 -18.4387 -0.4803
C 15.2194 -6.8404 -20.1561 -0.7797
C 15.5411 -10.0965 -16.8681 -1.2344
C 13.8747 -6.1235 -11.2378 -1.0238
C 9.4329 -3.4942 -17.6236 -0.9300
C 10.3587 -4.7528 -13.3709 -0.4863
C 10.6003 -8.5191 -13.8473 -0.7390
C 11.7317 -2.3424 -13.2769 -1.1441
C 12.9245 -8.2734 -19.8938 -0.8198
C 14.4391 -2.5236 -19.1895 -0.8991
C 12.8101 -1.6115 -17.1562 -0.3224
C 18.2134 -6.6546 -17.5192 -0.9004
C 15.0773 -9.6647 -14.1685 -1.1213
C 11.0930 -9.5143 -16.3189 -0.5850
C 16.3768 -6.0859 -12.2719 -0.9531
C 17.7248 -4.0483 -16.8786 -0.8106
H 13.4418 -7.0883 -11.4906 0.2855
H 18.2221 -7.7447 -17.4703 0.2667
H 14.1696 -10.2563 -14.3271 0.3358
H 9.0900 -5.9633 -19.1644 0.5699
H 10.4524 -7.6835 -13.1719 0.2412
H 10.1094 -5.5353 -14.0845 -0.1193
H 10.6527 -6.8291 -18.6336 -0.2745
H 11.9122 -8.3868 -19.5181 0.1994
H 16.0094 -10.8909 -16.2859 0.5164
H 14.5068 -6.0411 -10.3548 0.5021
H 13.0208 -8.5148 -20.9498 0.4714
H 9.3998 -6.1869 -17.4744 0.2305
H 12.4735 -1.6298 -13.6313 0.3233
H 16.9824 -6.1193 -13.1801 0.1521
H 13.9728 -1.6385 -19.6275 0.4577
H 13.0095 -0.6527 -16.6619 0.5416
H 10.4275 -10.3697 -16.1682 0.5247
H 11.6278 -8.8499 -13.6716 0.0864
H 13.0449 -5.4571 -10.9799 0.2718
H 15.3860 -7.1436 -21.1877 0.5352
H 15.8250 -5.9537 -19.9737 0.2101
H 9.4767 -4.3877 -12.8420 0.5810
H 18.7881 -3.9437 -17.0800 0.6124
H 15.4442 -2.6590 -19.5725 0.3503
H 10.9900 -5.0917 -12.5472 0.1073
H 12.1322 -2.1972 -16.5541 -0.4524
H 11.0535 -9.4398 -17.4076 0.1755
H 15.6559 -7.6164 -19.5132 0.0342
H 9.7940 -2.4691 -17.6099 0.3376
H 9.9602 -9.3904 -13.7213 0.4429
H 16.8502 -5.5888 -11.4282 0.4591
H 9.2545 -3.9381 -16.6473 0.1276
H 13.7220 -3.3206 -19.3984 0.1649
H 12.1810 -2.7341 -12.3608 0.3134
H 19.2151 -6.2361 -17.5528 0.4587
H 12.3820 -1.2415 -18.0903 0.3725
H 12.0879 -9.7522 -15.9554 -0.0900
H 14.5790 -10.4337 -17.2511 0.2524
H 17.6897 -6.5490 -18.4773 0.1286
H 10.7754 -1.8817 -13.0214 0.4635
H 8.5085 -3.5093 -18.2030 0.4825
H 13.5095 -9.0202 -19.3470 0.0907
H 14.7602 -8.9870 -13.3788 0.1500
H 16.3900 -7.1575 -12.0298 0.3201
H 16.1275 -9.7892 -17.7308 0.2885
H 17.1032 -3.9042 -17.7576 -0.0390
H 15.9470 -10.2906 -13.9897 0.4834
H 17.4594 -3.4042 -16.0443 0.2428
```

=====

DFT (ωB97M-V/def2-TZVPD) results for a molecular structure, C10H16Cl3IORe.

Computed properties:
HOMO-LUMO gap (spin up / spin down) = 2.01 / 5.15 eV
Charge = -2
Energy relative to the best compared isomer or geometry (same formula, charge and spin) = 0.0 kJ/mol
Spin multiplicity = 4
F_max = 10.6 eV Å⁻¹

Structure (XYZ):
```
32
Properties=species:S:1:pos:R:3:mulliken_charge:R:1
Re 1.3627 -0.3392 -0.6382 0.8726
I 4.5714 2.6214 2.1584 -0.4557
Cl 1.9285 -0.7867 -2.6178 -0.3910
Cl 2.4762 1.7232 -1.0260 -0.5410
Cl 2.1700 -2.4845 -0.1317 -0.4284
O 2.3716 -0.0506 1.5187 -0.7321
C -0.7500 -2.3781 1.3556 -1.7687
C -0.8198 1.0217 -2.4994 -1.6986
C -0.9977 -2.0856 -1.7929 -1.7471
C -0.6176 -1.0043 -0.8473 0.4852
C -0.6062 -1.1093 0.5971 1.1424
C -0.4468 1.1340 0.0817 0.9930
C -0.4067 2.6130 0.2144 -1.7728
C -0.5640 0.2011 1.1455 0.7153
C -0.6126 0.5389 2.5939 -2.1657
C -0.5264 0.4169 -1.1704 0.3721
H -2.0689 -2.0325 -2.0183 0.3099
H -0.0435 1.4478 2.7967 0.4590
H -1.4190 3.0378 0.1604 0.2472
H -0.4012 -2.2477 2.3813 0.3906
H -0.4759 2.0570 -2.5259 0.3757
H 0.0297 2.9008 1.1750 0.4469
H 2.8837 0.7708 1.3437 -0.0309
H -0.1831 -0.2702 3.1897 0.4290
H -1.8982 1.0022 -2.6923 0.3152
H -0.3246 0.4732 -3.3036 0.2648
H -0.1591 -3.1762 0.8996 0.3411
H -0.4512 -2.0000 -2.7341 0.2689
H 0.1980 3.0656 -0.5759 0.3518
H -1.6439 0.7000 2.9324 0.3140
H -0.7758 -3.0630 -1.3574 0.3738
H -1.7995 -2.6972 1.3871 0.2635
```

=====

DFT (ωB97M-V/def2-TZVPD) results for C3H8N2OS in the gas phase.

Computed properties:
HOMO-LUMO gap = 9.10 eV
Energy relative to the best compared isomer or geometry (same formula, charge and spin) = 284.5 kJ/mol
Structure (SMILES) = C/C(=N\S)N(C)O
F_max = 1.1 eV Å⁻¹

Structure (XYZ):
```
15
Properties=species:S:1:pos:R:3:mulliken_charge:R:1
S -2.3907 -0.1322 0.1510 -0.1822
O 1.5595 -1.5580 -0.1930 -0.4633
N -0.7685 -0.6205 0.0001 -0.5671
N 1.4473 -0.1697 -0.3287 0.0170
C 2.5110 0.4571 0.4408 -0.8448
C -0.0794 1.7624 -0.2374 -1.3984
C 0.1310 0.2785 -0.1639 0.8297
H -1.0373 1.9685 -0.7550 0.4643
H 3.4704 0.0624 0.0634 0.2802
H 0.7032 2.2802 -0.7767 0.3790
H 0.6792 -1.8218 0.1160 0.4181
H 2.4896 1.5530 0.2760 0.3398
H -2.9010 -1.3527 -0.0416 0.1459
H 2.4193 0.2283 1.5233 0.2826
H -0.1754 2.2056 0.7850 0.2991
```

=====

DFT (ωB97M-V/def2-TZVPD) results for 2 unconnected molecules or ions with the total composition C4H5NO2.

Computed properties:
HOMO-LUMO gap = 8.08 eV
Energy relative to the best compared isomer or geometry (same formula, charge and spin) = 446.2 kJ/mol
F_max = 0.6 eV Å⁻¹

Structure (XYZ):
```
12
Properties=species:S:1:pos:R:3:mulliken_charge:R:1
O -1.0914 -1.9011 -1.5445 -0.4767
O -1.7363 0.0426 -0.6711 -0.3452
N -0.1453 1.3376 0.3858 -0.1444
C 0.5087 -0.8166 -0.0744 -0.3110
C -0.8148 -0.9676 -0.8560 0.5126
C 0.7754 0.6451 -0.2848 -0.3507
C -1.3670 1.0667 0.1758 -0.0022
H -2.2054 1.6213 0.5761 0.4074
H 1.2439 -1.4906 -0.5125 0.2898
H 2.4214 0.9501 0.5740 0.0881
H 2.4747 0.7315 1.2939 0.0300
H 0.2804 -1.1187 0.9595 0.3025
```

=====

Question: Which value of F_max does entry 6 give?
Answer: 10.6 eV Å⁻¹

=====

Question: Look up the F_max of the seventh one.
Answer: 1.1 eV Å⁻¹

=====

Repeat the fourth record exactly.
DFT (ωB97M-V/def2-TZVPD) results for C7H15N3 in the gas phase.

Computed properties:
HOMO-LUMO gap (spin up / spin down) = 6.68 / 8.02 eV
Spin multiplicity = 3
F_max = 4.2 eV Å⁻¹

Structure (XYZ):
```
25
Properties=species:S:1:pos:R:3:mulliken_charge:R:1
N 0.3381 0.3815 -0.4548 -0.4905
N 1.1613 -0.0113 2.8240 -1.1167
N 0.1583 -0.7083 2.4713 0.7591
C -1.1359 -1.5247 -1.0657 -1.4198
C 1.8328 1.7035 -1.6883 -1.4478
C -0.5888 -0.8723 1.3406 -0.2280
C -0.4080 -1.4159 3.6076 -0.8390
C -0.3976 -0.6342 -0.1292 0.9448
C -0.5898 1.7988 -2.2124 -1.2497
C 0.5105 0.8464 -1.7916 0.4268
H -1.6916 -0.9833 -1.7842 0.3042
H -0.0395 2.4374 -2.9493 0.4055
H -1.2519 -1.6787 1.6378 0.0802
H -1.9093 -2.2126 -0.6869 0.3864
H 2.4339 1.3090 -0.9005 0.4121
H 1.5117 0.5229 2.0994 0.2681
H 0.4018 -1.6960 4.2616 0.2996
H -0.8267 2.2988 -1.2849 0.3402
H -0.9618 -2.3858 3.2856 0.2935
H -0.5503 -2.2516 -1.5461 0.3419
H -1.5854 1.2129 -2.4658 0.2250
H -1.1057 -0.6636 4.1731 0.2759
H 2.2581 1.6842 -2.6454 0.4306
H 1.6621 2.8079 -1.5267 0.2742
H 0.7738 0.0352 -2.5692 0.3235
```